Computed, not measured: a molecular structure, C30H33N3P2S5Sc at a distorted geometry, with ωB97M-V with the def2-TZVPD basis set.

The total charge is -1. The value obtained for the total energy is -129577.591 eV. Its energy relative to the best compared isomer or geometry (same formula, charge and spin) is 107.7 kJ/mol. As for the frontier orbital gap: 6.59 eV.

Cartesian coordinates (Å):
H (-0.860, -5.901, 0.194)
C (-0.883, -1.171, 2.246)
H (2.631, -4.054, -1.454)
H (3.499, 4.206, 3.403)
C (-2.184, 0.691, -4.706)
H (-3.746, 2.424, 4.519)
N (1.966, 0.447, -2.743)
C (-2.094, -1.346, 2.898)
C (2.857, 0.962, 1.406)
C (-2.261, 2.323, 1.469)
H (1.345, 3.871, 2.231)
C (-0.688, 1.776, 3.200)
C (1.889, 1.153, -4.035)
S (-2.607, -0.839, -0.386)
S (0.385, -4.788, -4.697)
H (-1.534, 2.734, -4.767)
H (1.329, -6.085, -0.957)
C (0.278, -1.410, 4.353)
H (0.306, 1.488, 3.512)
H (1.249, -1.063, 2.459)
H (-1.448, 1.796, 5.208)
H (-3.072, -1.687, 4.782)
C (1.183, -2.724, -0.582)
H (2.824, 1.637, -4.325)
H (-3.118, -0.172, -3.092)
H (2.653, 0.058, 0.838)
C (4.082, 1.152, 2.054)
P (0.289, 1.712, 0.523)
C (-0.968, 1.958, 1.844)
H (-2.412, 2.286, -3.309)
H (1.642, 0.424, -4.798)
H (1.204, -1.428, 4.918)
C (-0.280, -5.009, -0.016)
C (-2.968, 2.300, 3.772)
C (0.952, -5.115, -0.658)
C (4.312, 2.315, 2.776)
H (0.587, 2.581, -4.933)
H (-2.384, -1.263, -4.033)
C (1.862, 1.930, 1.472)
H (1.140, 3.013, -3.312)
C (-2.123, -1.554, 4.276)
H (4.850, 0.388, 1.995)
S (0.193, 3.364, -0.623)
H (1.753, -1.837, -0.764)
H (-3.124, 0.888, -5.221)
S (0.842, -1.862, -4.281)
C (-1.681, 1.948, 4.159)
H (5.261, 2.465, 3.281)
C (-3.256, 2.489, 2.424)
C (2.109, 3.103, 2.195)
N (-0.425, 1.631, -3.325)
Sc (-0.332, -0.593, -2.318)
C (-0.050, -3.340, -3.994)
C (-0.941, -1.584, 5.004)
C (3.320, 3.292, 2.846)
N (-2.302, -0.328, -3.660)
H (2.652, -0.288, -2.803)
H (-4.260, 2.767, 2.116)
H (-2.480, 2.481, 0.422)
C (0.307, -1.207, 2.979)
H (2.233, 1.082, -2.007)
H (-0.967, -1.742, 6.077)
C (1.681, -3.976, -0.940)
H (-1.456, 0.340, -5.433)
S (-1.364, -3.139, -2.899)
P (-0.774, -0.963, 0.422)
C (0.379, 0.140, -0.205)
H (-1.778, -3.677, 0.738)
H (-0.472, 2.080, -2.394)
C (-0.068, -2.610, 0.009)
C (-1.675, 1.939, -4.035)
C (0.798, 2.188, -3.938)
H (-3.013, -1.300, 2.320)
C (-0.791, -3.767, 0.301)

Löwdin analysis output, partial charges in e: number 1, H, carries 0.10; number 2, C, carries -0.33; number 3, H, carries 0.11; number 4, H, carries 0.10; number 5, C, carries -0.24; number 6, H, carries 0.10; number 7, N, carries -0.05; number 8, C, carries -0.10; number 9, C, carries -0.10; number 10, C, carries -0.12; number 11, H, carries 0.10; number 12, C, carries -0.10; number 13, C, carries -0.28; number 14, S, carries 0.28; number 15, S, carries 0.38; number 16, H, carries 0.11; number 17, H, carries 0.10; number 18, C, carries -0.08; number 19, H, carries 0.10; number 20, H, carries 0.10; number 21, H, carries 0.10; number 22, H, carries 0.10; number 23, C, carries -0.14; number 24, H, carries 0.11; number 25, H, carries 0.05; number 26, H, carries 0.08; number 27, C, carries -0.09; number 28, P, carries 0.41; number 29, C, carries -0.35; number 30, H, carries 0.13; number 31, H, carries 0.04; number 32, H, carries 0.10; number 33, C, carries -0.08; number 34, C, carries -0.10; number 35, C, carries -0.08; number 36, C, carries -0.11; number 37, H, carries 0.12; number 38, H, carries 0.01; number 39, C, carries -0.35; number 40, H, carries 0.08; number 41, C, carries -0.09; number 42, H, carries 0.10; number 43, S, carries 0.26; number 44, H, carries 0.06; number 45, H, carries 0.11; number 46, S, carries 0.46; number 47, C, carries -0.09; number 48, H, carries 0.09; number 49, C, carries -0.08; number 50, C, carries -0.11; number 51, N, carries -0.13; number 52, Sc, carries 0.56; number 53, C, carries -1.80; number 54, C, carries -0.10; number 55, C, carries -0.09; number 56, N, carries -0.08; number 57, H, carries 0.06; number 58, H, carries 0.10; number 59, H, carries 0.08; number 60, C, carries -0.09; number 61, H, carries 0.07; number 62, H, carries 0.10; number 63, C, carries -0.08; number 64, H, carries 0.11; number 65, S, carries 0.48; number 66, P, carries 0.34; number 67, C, carries -0.62; number 68, H, carries 0.10; number 69, H, carries -0.03; number 70, C, carries -0.40; number 71, C, carries -0.21; number 72, C, carries -0.22; number 73, H, carries 0.07; number 74, C, carries -0.13